An isolated ion of composition C10H10IN2 and charge +1 at a distorted geometry, computed with wB97M-V/def2-TZVPD.

XYZ file:
```
23
Properties=species:S:1:pos:R:3:nbo_charge:R:1
C -0.292 3.545 -0.286 -0.172
C 1.036 3.782 0.167 -0.132
C -0.741 2.309 -0.378 -0.180
C 1.907 2.753 0.331 -0.197
C -0.541 0.008 -0.149 -0.110
C 0.124 1.246 -0.241 -0.010
C 1.500 1.412 0.183 -0.240
C -0.153 -1.333 -0.022 0.191
C 2.312 0.361 0.252 0.010
C -1.235 -2.325 0.276 -0.646
N 1.050 -1.683 -0.269 -0.108
N 1.860 -2.700 -0.222 -0.541
I 4.183 -0.317 -0.035 0.461
H -0.920 4.501 -0.608 0.248
H 1.227 4.738 0.377 0.227
H -1.820 2.100 -0.788 0.242
H 2.853 2.819 0.783 0.224
H -1.684 0.041 -0.381 0.228
H -1.849 -1.709 1.043 0.239
H -1.853 -2.529 -0.511 0.248
H -0.836 -3.143 0.811 0.230
H 2.784 -2.412 -0.601 0.389
H 1.870 -3.403 0.561 0.399
```

Properties
Charge: +1
E_HOMO (spin up / spin down) (eV): -11.5 / -11.5
Gap between HOMO and LUMO (spin up / spin down) (hartree): 0.233 / 0.234
Energy (eV): -21599.958
Energy relative to the best compared isomer or geometry (same formula, charge and spin) (eV): 2.065